[1]
C6H8 | wB97M-V/def2-TZVPD

```
14
Properties=species:S:1:pos:R:3
C -1.68542 0.84814 -0.23625
C -1.96403 -0.32014 -0.67712
C 1.86030 -0.31984 -0.98875
C 0.53780 -0.12743 -1.17261
C -0.57160 -0.15362 -0.19677
C -0.08693 -0.79501 1.37403
H -2.12886 1.80192 0.07096
H -2.80752 -0.94244 -0.96561
H 2.61851 -0.39672 -1.83244
H 2.33279 -0.59939 -0.02355
H 0.06430 0.18383 -2.13807
H 0.07898 -0.03306 2.01170
H 0.88256 -1.38054 1.19728
H -0.85718 -1.34729 1.73957
```

For the HOMO energy, the calculation gives -9.13 eV. For the frontier orbital gap, the calculation gives 10.28 eV. The value obtained for the energy above the lowest of the compared OMol25 structures with the same formula, charge and spin is 80.29 kcal per mole. The SMILES is C=CC1(C)C=C1. For the LUMO energy, the calculation gives 1.1 eV.

Charge distribution, natural (NBO) scheme, values in e:
1 C -0.18
2 C -0.19
3 C -0.42
4 C -0.19
5 C -0.07
6 C -0.61
7 H 0.23
8 H 0.23
9 H 0.21
10 H 0.20
11 H 0.20
12 H 0.20
13 H 0.20
14 H 0.20


[2]
C21H13ClFNO6 | wB97M-V/def2-TZVPD

```
43
Properties=species:S:1:pos:R:3
C 0.27402 -0.44204 3.01094
C 1.17993 -1.75588 3.05486
C 0.62589 -3.21958 3.14288
F -0.79816 -3.41762 3.22895
C 1.54339 -4.49355 3.14131
C 3.10718 -4.31338 3.08937
Cl 4.29314 -5.68472 3.12943
C 3.62047 -2.85952 3.02185
C 2.71649 -1.59263 2.99567
C 3.65453 -0.31334 2.88791
O 3.39979 0.89573 3.05190
N 5.00995 -0.82152 2.49664
C 5.08413 -2.23774 2.97472
O 6.14648 -2.79830 3.31358
H 0.12293 -0.06043 4.08292
H -0.71165 -0.69785 2.49833
H 0.87282 0.34020 2.40940
H 1.12305 -5.56266 3.17413
H 5.06437 -0.86982 1.46351
C -2.44683 -1.69206 0.17283
C -3.70978 -1.54132 -0.22814
C -4.07021 -0.56229 -1.27630
O -5.22297 -0.42309 -1.64095
C -2.97694 0.24115 -1.86314
C -1.71342 0.09100 -1.46274
C -1.35358 -0.88794 -0.41475
O -0.20043 -1.02791 -0.04903
H -2.16508 -2.40384 0.93977
H -4.52219 -2.12222 0.19078
H -3.25899 0.95255 -2.62978
H -0.90129 0.67283 -1.88257
C -0.81494 3.27272 -4.98557
C -1.14778 4.55023 -5.17434
C -1.50784 5.42480 -4.03804
O -1.81335 6.58907 -4.20931
C -1.48305 4.82899 -2.68493
C -1.15018 3.55156 -2.49636
C -0.79017 2.67729 -3.63303
O -0.48377 1.50958 -3.46182
H -0.54928 2.61787 -5.80602
H -1.17017 5.00211 -6.15823
H -1.74869 5.48370 -1.86439
H -1.12781 3.09986 -1.51223
```

For the HOMO energy, the calculation gives -9.44 eV. For the frontier orbital gap, the calculation gives 7.42 eV. The SMILES is Cc1c(F)cc(Cl)c2c1C(=O)NC2=O.O=C1C=CC(=O)C=C1.O=C1C=CC(=O)C=C1. For the LUMO energy, the calculation gives -2.0 eV.

Charge distribution, natural (NBO) scheme, values in e:
1 C -0.65
2 C 0.01
3 C 0.40
4 F -0.34
5 C -0.25
6 C -0.01
7 Cl 0.05
8 C -0.14
9 C -0.12
10 C 0.68
11 O -0.50
12 N -0.70
13 C 0.67
14 O -0.49
15 H 0.24
16 H 0.24
17 H 0.25
18 H 0.26
19 H 0.41
20 C -0.25
21 C -0.21
22 C 0.47
23 O -0.49
24 C -0.23
25 C -0.25
26 C 0.49
27 O -0.51
28 H 0.23
29 H 0.23
30 H 0.23
31 H 0.27
32 C -0.23
33 C -0.22
34 C 0.47
35 O -0.47
36 C -0.21
37 C -0.24
38 C 0.48
39 O -0.51
40 H 0.24
41 H 0.24
42 H 0.24
43 H 0.23


[3]
C5H9NOS | wB97M-V/def2-TZVPD

```
17
Properties=species:S:1:pos:R:3
C 2.28552 0.08350 1.34452
C 2.02571 0.30078 -0.16582
C 0.51887 0.61291 -0.26970
C -0.01642 1.80433 -0.42885
C -1.51475 -0.95228 0.10296
H 3.26124 -0.36062 1.77275
H 1.86659 0.98082 1.79825
H 1.63033 -0.73079 1.47026
H 2.72924 1.10969 -0.48077
H 3.51257 -0.85546 -1.11381
H 0.51694 2.84108 -0.36235
H -1.12199 1.71488 -0.36872
H 0.36928 -1.63993 0.03312
H -1.60996 -2.07809 0.10648
N -0.19615 -0.68983 -0.07223
O 2.26046 -0.94231 -0.92063
S -2.97865 0.01814 0.09479
```

For the HOMO energy, the calculation gives -8.26 eV. For the frontier orbital gap, the calculation gives 8.22 eV. The value obtained for the energy above the lowest of the compared OMol25 structures with the same formula, charge and spin is 100.03 kcal per mole. For the LUMO energy, the calculation gives 0.0 eV.

Charge distribution, natural (NBO) scheme, values in e:
1 C -0.64
2 C 0.05
3 C 0.14
4 C -0.44
5 C 0.00
6 H 0.22
7 H 0.23
8 H 0.20
9 H 0.19
10 H 0.47
11 H 0.24
12 H 0.25
13 H 0.44
14 H 0.19
15 N -0.60
16 O -0.73
17 S -0.22


[4]
C26H27ClN2O2 | wB97M-V/def2-TZVPD

```
58
Properties=species:S:1:pos:R:3
O -0.19358 -0.42563 0.61828
C -1.23590 0.04272 1.03132
N -1.34493 0.83977 2.11856
H -2.25116 1.24156 2.29915
C -0.21156 1.42730 2.82398
C 0.78088 0.36094 3.28604
C 1.96995 1.03365 3.98530
N 2.64157 2.04222 3.19887
C 1.71508 3.02650 2.69153
C 0.51487 2.44003 1.93569
H -0.16622 3.24439 1.64770
H 0.84727 1.92742 1.03334
H 1.33990 3.59056 3.55635
H 2.25879 3.72137 2.04881
C 3.69314 1.60251 2.29743
C 3.28931 0.86100 1.04153
C 3.01382 1.55528 -0.13059
C 2.62652 0.88413 -1.27647
C 2.51866 -0.49507 -1.27080
C 2.80272 -1.19758 -0.11348
C 3.18877 -0.52449 1.03157
H 3.41877 -1.08191 1.92967
H 2.72241 -2.27459 -0.10208
H 2.21715 -1.01977 -2.16559
H 2.41129 1.44073 -2.17779
H 3.10471 2.63329 -0.14604
H 4.24865 2.50306 2.01196
H 4.36356 0.96980 2.88745
H 1.60759 1.52998 4.89606
H 2.70019 0.27892 4.28354
H 0.29205 -0.33127 3.97457
H 1.12253 -0.19586 2.41566
H -0.62155 1.94160 3.70314
C -2.54819 -0.28024 0.38324
C -3.58786 -0.85844 1.09353
C -4.73634 -1.27381 0.44114
C -4.83430 -1.12081 -0.93031
C -3.81060 -0.53342 -1.65346
C -2.66578 -0.08886 -1.00154
O -1.64128 0.58415 -1.59037
C -1.43156 0.42007 -2.97413
C -1.11440 -1.00816 -3.34357
C -1.40298 -1.52398 -4.60151
C -1.10428 -2.83642 -4.92721
C -0.50736 -3.65328 -3.98334
C -0.20986 -3.15488 -2.72646
C -0.50975 -1.84243 -2.40978
H -0.27262 -1.44822 -1.43138
H 0.25950 -3.78694 -1.98842
H -0.27527 -4.67688 -4.23567
H -1.34016 -3.20998 -5.91151
Cl -2.14669 -0.52171 -5.80862
H -2.28500 0.79324 -3.55453
H -0.56776 1.05709 -3.19493
H -3.91249 -0.42826 -2.72188
H -5.71811 -1.46083 -1.44934
H -5.54149 -1.72883 0.99731
H -3.48066 -1.01071 2.15805
```

For the HOMO energy, the calculation gives -8.04 eV. For the frontier orbital gap, the calculation gives 8.78 eV. The value obtained for the energy above the lowest of the compared OMol25 structures with the same formula, charge and spin is 7.62 kcal per mole. The SMILES is O=C(NC1CCN(Cc2ccccc2)CC1)c1ccccc1OCc1ccccc1Cl. For the LUMO energy, the calculation gives 0.7 eV.

Charge distribution, natural (NBO) scheme, values in e:
1 O -0.63
2 C 0.68
3 N -0.61
4 H 0.40
5 C -0.04
6 C -0.44
7 C -0.21
8 N -0.45
9 C -0.22
10 C -0.44
11 H 0.20
12 H 0.23
13 H 0.18
14 H 0.20
15 C -0.24
16 C 0.03
17 C -0.25
18 C -0.20
19 C -0.21
20 C -0.19
21 C -0.23
22 H 0.21
23 H 0.21
24 H 0.22
25 H 0.21
26 H 0.21
27 H 0.20
28 H 0.20
29 H 0.18
30 H 0.20
31 H 0.21
32 H 0.25
33 H 0.19
34 C -0.21
35 C -0.17
36 C -0.24
37 C -0.18
38 C -0.30
39 C 0.41
40 O -0.50
41 C -0.09
42 C -0.11
43 C -0.02
44 C -0.23
45 C -0.20
46 C -0.23
47 C -0.15
48 H 0.25
49 H 0.22
50 H 0.22
51 H 0.23
52 Cl -0.01
53 H 0.19
54 H 0.21
55 H 0.22
56 H 0.22
57 H 0.22
58 H 0.22


What is the formula in the fourth record? C26H27ClN2O2


Look up the HOMO of the second one. -9.44 eV


Among the records above, which one has the highest frontier orbital gap? C6H8


Which of these has the lowest LUMO energy? C21H13ClFNO6